{"formula": "C66H79N11O9", "method": "ωB97M-V/def2-TZVPD", "symbols": ["O", "O", "O", "O", "O", "O", "O", "O", "O", "N", "N", "N", "N", "N", "N", "N", "N", "N", "N", "N", "C", "C", "C", "C", "C", "C", "C", "C", "C", "C", "C", "C", "C", "C", "C", "C", "C", "C", "C", "C", "C", "C", "C", "C", "C", "C", "C", "C", "C", "C", "C", "C", "C", "C", "C", "C", "C", "C", "C", "C", "C", "C", "C", "C", "C", "C", "C", "C", "C", "C", "C", "C", "C", "C", "C", "C", "C", "C", "C", "C", "C", "C", "C", "C", "C", "C", "H", "H", "H", "H", "H", "H", "H", "H", "H", "H", "H", "H", "H", "H", "H", "H", "H", "H", "H", "H", "H", "H", "H", "H", "H", "H", "H", "H", "H", "H", "H", "H", "H", "H", "H", "H", "H", "H", "H", "H", "H", "H", "H", "H", "H", "H", "H", "H", "H", "H", "H", "H", "H", "H", "H", "H", "H", "H", "H", "H", "H", "H", "H", "H", "H", "H", "H", "H", "H", "H", "H", "H", "H", "H", "H", "H", "H", "H", "H"], "xyz": [[15.226979, 15.808504, 9.637782], [19.334940, 10.489123, 9.536688], [20.371190, 11.920911, 10.911824], [13.218725, 20.126089, 16.515439], [10.777191, 24.016086, 16.791861], [11.118910, 20.558139, 16.574073], [16.354744, 14.109068, 10.547538], [12.059306, 19.844988, 18.273524], [12.060600, 23.975756, 18.617922], [8.305703, 22.913017, 19.597040], [12.125448, 20.177029, 17.104376], [19.221387, 7.402062, 6.320333], [24.419991, 13.586780, 13.792292], [8.921519, 16.132216, 20.677433], [11.580252, 20.038847, 11.731681], [14.901526, 24.781688, 21.931639], [9.942809, 26.456461, 13.609909], [17.927868, 12.087614, 12.481563], [16.326684, 13.867016, 6.210650], [20.563462, 28.732112, 23.361567], [17.605516, 11.453986, 6.361313], [17.616005, 12.347397, 7.423959], [10.577356, 23.948737, 12.822018], [23.696808, 13.548148, 14.909013], [7.439340, 22.294080, 20.387018], [21.692203, 13.334742, 13.611105], [9.386384, 27.740076, 14.053798], [8.562706, 24.371267, 19.648500], [9.776649, 18.189892, 19.920469], [9.163117, 14.664420, 21.178825], [19.628252, 6.027283, 6.336752], [15.983339, 24.590240, 21.186022], [10.771012, 25.055394, 11.954146], [22.478948, 13.476075, 12.492668], [18.920575, 9.523728, 5.149720], [20.247507, 13.049502, 13.465656], [15.614952, 15.184279, 6.075074], [13.171233, 23.882545, 16.544739], [16.226767, 13.064594, 5.131873], [21.755271, 29.517295, 23.591949], [18.393126, 10.092053, 6.339143], [12.187320, 18.755031, 11.324545], [10.984059, 22.220699, 11.047602], [22.349508, 13.419702, 14.853221], [11.262855, 20.893796, 10.739668], [8.500564, 18.738430, 19.885766], [20.316626, 28.232957, 22.084269], [19.470059, 13.812035, 12.658850], [9.318091, 20.830173, 18.977763], [19.219535, 8.153106, 5.176488], [14.899176, 25.634173, 22.970500], [16.936874, 11.823419, 5.209406], [8.387257, 20.189255, 19.698014], [18.620551, 11.319112, 13.305444], [19.778275, 11.852642, 13.923775], [10.471808, 26.306807, 12.385420], [19.650110, 28.399270, 24.320117], [21.516537, 9.887195, 10.090198], [11.669321, 20.395253, 12.970578], [18.822341, 8.024827, 7.472965], [20.356353, 10.887804, 10.188147], [9.275817, 22.225047, 18.892316], [18.270580, 13.334378, 12.159503], [9.995951, 16.820991, 20.294631], [23.852053, 13.516665, 12.557373], [7.650820, 16.622605, 20.708542], [11.301150, 21.661037, 13.316122], [17.115034, 25.362532, 21.448105], [14.280449, 14.653106, 11.523360], [9.720386, 25.442607, 14.479266], [16.852936, 11.438892, 11.742626], [13.665563, 23.983651, 21.572363], [16.864653, 13.506054, 7.341166], [18.406198, 9.312016, 7.486641], [17.078135, 26.377661, 22.465769], [18.253403, 27.210965, 22.783966], [10.120477, 24.176242, 14.093624], [11.930650, 23.971806, 17.372976], [10.946868, 22.602208, 12.399310], [7.442495, 17.906150, 20.283365], [7.384106, 20.941193, 20.398326], [15.372105, 14.907722, 10.507656], [19.210073, 27.566427, 21.762229], [15.896601, 26.588552, 23.164437], [18.530522, 27.628364, 24.074071], [25.916769, 13.583142, 13.851896], [20.362177, 11.260353, 14.617348], [13.450701, 24.160435, 20.531523], [9.630989, 14.111476, 20.347539], [11.873037, 19.674939, 13.732197], [13.158382, 18.710388, 11.749218], [22.305685, 10.355729, 10.699399], [13.022608, 23.203671, 15.705384], [15.838503, 23.797978, 20.395902], [11.164168, 21.766115, 14.395260], [18.001557, 9.592497, 8.482858], [14.060739, 15.461237, 12.198477], [9.814124, 14.681763, 22.063341], [15.122954, 15.190603, 5.137833], [17.904652, 27.306753, 24.945569], [19.119258, 5.368010, 5.652600], [9.236655, 24.632218, 18.853392], [24.283232, 13.598230, 15.824596], [19.431387, 7.569204, 4.311037], [20.701611, 5.863540, 6.439402], [18.255236, 12.186862, 8.362651], [13.980118, 25.719954, 23.503091], [15.769266, 27.289276, 23.985072], [13.361809, 14.294596, 11.021652], [10.805866, 22.900023, 10.168420], [21.867552, 13.400822, 15.789057], [19.792250, 14.781544, 12.262976], [26.219391, 13.429011, 14.888734], [10.188507, 20.367139, 18.495562], [16.409912, 15.978387, 6.193799], [19.206801, 5.660139, 7.269465], [11.233922, 24.885024, 11.001488], [6.671256, 22.949506, 20.838228], [10.950347, 16.279018, 20.355002], [13.863614, 23.438521, 17.260887], [26.182475, 14.570662, 13.499745], [18.734692, 7.425689, 8.362695], [21.929518, 9.947680, 9.029982], [6.890155, 15.903019, 21.090661], [24.512626, 13.477463, 11.743536], [17.612168, 13.863179, 11.462862], [16.174167, 11.001634, 12.474471], [14.514915, 13.829807, 12.160040], [6.683112, 20.352672, 21.051176], [18.050505, 25.261380, 20.888328], [22.651107, 28.880925, 23.643372], [19.109424, 10.083126, 4.184261], [8.334110, 27.503041, 14.271876], [9.554348, 28.490191, 13.314095], [9.903229, 22.800416, 18.245238], [16.641920, 14.120106, 8.174313], [19.127996, 27.343544, 20.726109], [10.640215, 27.175379, 11.730290], [21.663314, 29.961807, 24.619837], [21.085016, 28.371235, 21.348287], [21.821823, 30.370040, 22.857507], [15.722465, 13.350032, 4.262593], [13.508122, 24.819600, 16.235325], [17.307325, 10.688310, 11.115811], [7.603550, 24.906823, 19.691113], [6.366173, 18.238910, 20.253660], [12.110219, 18.546582, 10.235274], [8.128730, 14.364374, 21.536193], [16.321405, 12.123211, 11.138360], [10.055005, 23.448130, 14.850321], [9.442977, 25.669725, 15.530546], [14.949482, 15.271790, 6.947367], [11.335100, 20.445922, 9.770516], [9.933290, 27.958762, 14.995118], [8.986034, 24.578225, 20.650140], [19.883908, 28.696768, 25.343418], [13.862790, 22.956642, 21.776136], [10.621705, 18.712671, 19.647058], [26.238980, 12.727990, 13.252874], [21.155659, 8.836455, 10.327671], [21.961252, 13.410579, 11.526303], [18.229209, 10.376606, 13.625980], [17.017333, 11.177244, 4.369826], [11.737753, 17.879774, 11.784388], [12.776912, 24.311797, 22.105106]], "forces_ev_per_a": [[-0.126, -0.746, 0.867], [0.289, 0.820, 0.502], [0.859, -0.877, -0.872], [-0.130, 0.109, -0.569], [0.960, 0.095, 0.377], [-2.948, 1.322, -2.632], [-0.412, 0.162, -0.649], [0.149, -1.041, 2.911], [0.086, 0.092, 0.156], [3.328, -0.085, -1.579], [2.986, -0.439, -0.127], [-0.767, 2.909, -0.349], [0.737, -0.725, -1.146], [0.321, -2.221, 1.081], [1.048, -1.447, -2.765], [-1.222, -0.349, 0.934], [-0.965, 0.025, 0.603], [-0.556, -0.134, -0.791], [-2.739, 0.786, -2.753], [-2.470, -2.054, -1.147], [1.872, -0.949, -0.311], [1.008, -0.457, 1.938], [0.277, 1.300, -0.879], [1.035, 0.157, 0.126], [-1.992, 0.759, 0.011], [0.505, 0.578, 1.908], [0.297, -0.582, 1.458], [-1.280, 0.135, 1.773], [-0.453, -3.132, 0.544], [-1.468, 1.406, 0.188], [-0.391, -1.553, 1.825], [0.955, -0.204, -0.955], [0.233, -1.541, 0.617], [-0.359, -0.372, -1.987], [-0.023, -0.264, -0.078], [1.232, 0.308, 0.013], [1.667, 0.397, 2.319], [-0.228, -2.066, 0.858], [3.191, -3.004, 1.805], [0.738, 1.685, 1.498], [-0.818, 1.240, -0.504], [-0.890, -1.409, -0.461], [-0.102, -0.227, -1.532], [-0.649, -0.108, -0.764], [0.069, 1.018, 0.865], [0.306, -1.074, 1.073], [1.691, 1.440, 1.692], [-0.912, 1.495, -1.245], [1.720, 1.914, -1.233], [0.237, 0.189, 0.913], [-0.379, 1.422, -0.962], [-1.222, 1.795, -0.152], [-2.126, 0.125, 1.444], [2.066, 1.420, 2.441], [-1.487, -1.897, -0.545], [-0.042, 0.301, -0.427], [1.567, 0.612, 0.103], [0.595, 1.011, -0.731], [-0.917, 0.612, 1.520], [0.505, -1.431, -1.072], [-1.477, -0.733, -0.019], [-2.102, -0.577, 1.031], [1.149, -0.016, 0.705], [-1.243, 1.945, -0.320], [-0.981, 0.386, 2.447], [0.741, -0.812, -0.029], [-0.531, -0.427, 2.288], [0.125, 0.774, 0.540], [-0.908, -0.630, -0.237], [1.535, -0.022, -0.404], [-0.425, -1.017, 0.703], [0.172, 0.877, 0.197], [1.080, -0.997, 0.691], [-1.264, 0.502, 1.102], [-0.318, -0.573, -0.949], [1.289, 0.349, -1.390], [-0.766, 0.847, 0.269], [-2.139, 0.233, 0.262], [0.165, 0.026, -1.393], [-2.056, 0.506, -0.158], [0.269, -2.549, 0.572], [-0.051, 0.827, -1.400], [-1.943, -0.871, 1.371], [-0.098, -1.922, 0.462], [-0.692, -0.527, 0.458], [-1.007, -0.163, 0.326], [-0.149, -0.159, -0.127], [0.024, -0.129, -0.650], [-0.648, 0.036, 0.485], [0.449, -0.431, 0.261], [1.253, 0.296, -0.356], [0.027, -1.097, 0.214], [0.100, 0.105, -0.068], [0.663, 1.146, 0.834], [0.468, 0.473, -0.158], [0.320, 0.357, -1.306], [-0.174, 0.715, -0.112], [-0.099, 0.212, -0.408], [-0.444, 0.269, -0.707], [0.686, 0.493, -0.950], [0.195, 0.340, -1.006], [0.137, 0.259, -0.282], [-0.386, 0.017, -0.093], [0.431, 0.020, -0.673], [-0.058, 0.323, -0.591], [-1.204, -0.165, -1.273], [-0.484, -0.212, 0.372], [0.113, 0.057, -0.340], [0.265, 0.661, 0.009], [-0.009, -0.701, 1.268], [-0.902, -0.169, 0.803], [0.034, -0.399, 0.307], [0.030, 0.128, -0.211], [-0.531, -0.010, 0.005], [-1.030, -0.753, -0.435], [0.212, -0.195, 0.290], [-0.006, 0.247, -0.324], [0.685, -0.572, 0.097], [-0.407, 0.657, -0.203], [0.499, 0.031, -0.528], [0.726, -0.119, -0.198], [0.299, -0.226, 0.047], [-0.692, -0.382, 1.175], [0.538, 0.991, -0.531], [0.637, 0.103, -1.039], [0.110, -0.074, 0.142], [-0.019, -0.181, -0.134], [0.592, -0.661, 0.487], [0.578, 1.143, -0.776], [-0.571, -0.329, 0.122], [-0.321, 0.196, -0.487], [-0.601, -0.745, 1.322], [0.318, 0.807, -0.198], [-0.159, 0.519, -0.357], [0.609, 0.446, -0.242], [0.321, 0.842, 0.993], [-0.474, -0.507, -0.558], [-0.292, -0.281, 0.727], [0.071, -0.266, -1.028], [0.298, 0.478, -0.076], [0.037, -1.148, 0.672], [-0.645, 0.695, -0.971], [0.532, 1.594, -0.591], [0.149, -0.324, -0.170], [0.273, -0.120, -0.633], [1.381, -0.185, 0.090], [0.413, 0.644, 0.803], [1.532, -0.328, -0.807], [-0.333, 0.947, -0.466], [-0.073, -0.912, 0.653], [-0.029, -0.139, -1.068], [0.040, 0.095, -0.451], [-0.201, 0.327, -0.492], [-0.566, 0.346, -0.583], [0.253, -0.113, -0.656], [-0.004, 0.188, -0.362], [0.138, -0.741, 0.069], [1.680, 1.326, -0.576], [0.301, 0.486, -0.041], [0.806, 1.461, -0.099], [0.421, -0.094, 0.267], [-0.209, -0.453, -0.360], [-0.458, -0.284, -0.704], [-0.802, 0.234, 0.277], [0.356, 0.207, 0.391]], "lumo_energy_ev": -11.30, "homo_energy_ev": -16.145, "relative_energy_kcal_mol": 0.0, "charge": 6}